# 1
C4H4O2 | ωB97M-V/def2-TZVPD

Geometry as XYZ:
```
10
C4H4O2, DFT ωB97M-V/def2-TZVPD
O 2.161 -0.858 -0.352
C 1.031 -0.445 -0.275
C 0.408 0.926 -0.098
C -0.846 0.243 0.480
O -1.606 -0.188 -0.553
C -0.322 -1.071 -0.009
H 0.233 1.359 -1.090
H 0.867 1.588 0.619
H -1.251 0.512 1.452
H -0.674 -2.066 -0.174
```

Summary:
HOMO level: -9.8 eV
SMILES: O=C1C[C@H]2O[C@@H]12
energy relative to the best compared isomer or geometry (same formula, charge and spin): 271.3 kJ/mol
DFT total energy: -8304.2650 eV
E_LUMO: 0.0147 Eh

# 2
C4H4O2 | ωB97M-V/def2-TZVPD

Geometry as XYZ:
```
10
C4H4O2, DFT ωB97M-V/def2-TZVPD
C 0.066 -0.631 -1.795
O -0.551 -1.401 -0.731
C -0.381 -0.796 0.398
C -0.139 -0.103 1.359
C 0.069 1.098 2.128
O 0.742 2.006 1.687
H -0.127 -1.172 -2.718
H -0.380 0.367 -1.827
H 1.139 -0.545 -1.603
H -0.439 1.179 3.103
```

Summary:
HOMO level: -9.9 eV
SMILES: COC#CC=O
energy relative to the best compared isomer or geometry (same formula, charge and spin): 259.6 kJ/mol
DFT total energy: -8304.3870 eV
E_LUMO: 0.0245 Eh

# 3
C4H4O2 | ωB97M-V/def2-TZVPD

Geometry as XYZ:
```
10
C4H4O2, DFT ωB97M-V/def2-TZVPD
O 1.978 1.454 0.101
C 1.004 1.073 -0.446
O -0.038 0.454 0.279
C 0.115 -0.953 1.535
C -0.937 -0.178 -0.468
C -1.681 -0.585 -1.315
H 0.733 1.118 -1.511
H 1.210 -1.023 1.397
H -0.028 -0.272 2.390
H -2.357 -1.087 -1.963
```

Summary:
HOMO level: -8.6 eV
energy relative to the best compared isomer or geometry (same formula, charge and spin): 665.6 kJ/mol
DFT total energy: -8300.1786 eV
E_LUMO: 0.0099 Eh

# 4
C4H4O2 | ωB97M-V/def2-TZVPD

Geometry as XYZ:
```
10
C4H4O2, DFT ωB97M-V/def2-TZVPD
O -1.512 -1.720 0.330
C -0.454 -1.212 0.052
C 0.089 -0.387 -1.066
C 0.666 0.646 -0.453
C 0.018 0.858 0.874
O -0.842 1.647 0.546
H 0.472 -1.359 0.640
H -0.007 -0.639 -2.108
H 1.270 1.504 -0.745
H 0.301 0.662 1.930
```

Summary:
HOMO level: -9.6 eV
SMILES: O=C/C=C\C=O
energy relative to the best compared isomer or geometry (same formula, charge and spin): 292.0 kJ/mol
DFT total energy: -8304.0507 eV
E_LUMO: -0.0103 Eh

# 5
C4H4O2 | ωB97M-V/def2-TZVPD

Geometry as XYZ:
```
10
C4H4O2, DFT ωB97M-V/def2-TZVPD
C 2.400 0.481 0.664
C 1.396 0.063 0.145
C 0.166 -0.485 -0.397
O 0.126 -1.581 -0.921
C -1.100 0.343 -0.276
O -2.220 -0.443 -0.533
H 3.298 0.831 1.125
H -1.154 0.786 0.726
H -1.010 1.178 -0.991
H -1.875 -1.277 -0.894
```

Summary:
HOMO level: -10.7 eV
SMILES: C#CC(=O)CO
energy relative to the best compared isomer or geometry (same formula, charge and spin): 173.8 kJ/mol
DFT total energy: -8305.2758 eV
E_LUMO: -0.0026 Eh

# 6
C4H4O2S | ωB97M-V/def2-TZVPD

Geometry as XYZ:
```
11
C4H4O2S, DFT ωB97M-V/def2-TZVPD
O -2.959 0.253 0.197
C -1.773 0.375 -0.033
C -0.837 -0.816 0.006
C 0.474 -0.951 -0.030
C 1.456 0.148 -0.012
O 0.864 1.368 0.016
S 3.079 -0.050 0.120
H -1.298 1.346 -0.143
H -1.455 -1.750 0.052
H 0.864 -1.962 -0.078
H 1.584 2.039 -0.094
```

Summary:
HOMO level: -9.5 eV
SMILES: O=C/C=C\C(O)=S
energy relative to the best compared isomer or geometry (same formula, charge and spin): 131.9 kJ/mol
DFT total energy: -19141.6238 eV
E_LUMO: -0.0482 Eh

Which of these has the lowest E_LUMO? C4H4O2S

The highest energy relative to the best compared isomer or geometry (same formula, charge and spin) belongs to which entry? number 3

Please write out number 2 again, unchanged.
C4H4O2 | ωB97M-V/def2-TZVPD

Geometry as XYZ:
```
10
C4H4O2, DFT ωB97M-V/def2-TZVPD
C 0.066 -0.631 -1.795
O -0.551 -1.401 -0.731
C -0.381 -0.796 0.398
C -0.139 -0.103 1.359
C 0.069 1.098 2.128
O 0.742 2.006 1.687
H -0.127 -1.172 -2.718
H -0.380 0.367 -1.827
H 1.139 -0.545 -1.603
H -0.439 1.179 3.103
```

Summary:
HOMO level: -9.9 eV
SMILES: COC#CC=O
energy relative to the best compared isomer or geometry (same formula, charge and spin): 259.6 kJ/mol
DFT total energy: -8304.3870 eV
E_LUMO: 0.0245 Eh